(1)
A cluster of 2 separate species, C3H5IN3 in total at a distorted geometry, computed with ωB97M-V/def2-TZVPD.

```
! RIJCOSX wB97M-V def2-TZVPD def2/J DEFGRID3
* xyz 1 1
C 0.63 0.86 0.44
C 0.03 -0.89 -0.92
C -0.58 0.58 1.30
N 0.90 0.18 -0.53
N -1.19 -0.79 -0.59
N -1.57 -0.15 0.42
I 3.62 -1.54 -3.56
H 1.33 1.60 0.72
H 0.58 -1.53 -1.76
H -0.23 0.10 2.19
H -0.97 1.54 1.81
H -2.55 0.04 0.49
*
```

Calculated values
F_max = 0.114 hartree/bohr
gap between HOMO and LUMO (alpha / beta) = 5.01 / 6.69 eV
ΔE to the lowest compared entry with this formula, charge and spin = 88.2 kcal per mole
E = -15751.42013 eV
highest occupied orbital energy (alpha / beta) = -12.8 / -12.5 eV

---

(2)
A structure of composition C3H6N2OS at a distorted geometry, computed with ωB97M-V/def2-TZVPD.

```
! RIJCOSX wB97M-V def2-TZVPD def2/J DEFGRID3
* xyz 0 1
C 1.52 -0.88 2.20
C -0.43 -0.51 -0.93
C -1.75 1.36 -1.82
H 1.91 -1.99 1.65
H 0.56 -1.30 3.04
H 2.54 -0.41 2.74
H -0.79 -1.38 -1.62
H 0.34 1.69 -0.83
H -2.73 0.54 -2.30
N 0.50 -0.85 -0.20
N -0.75 0.85 -1.00
O -1.80 2.55 -2.03
S 0.88 0.31 1.11
*
```

Calculated values
F_max = 0.107 hartree/bohr
gap between HOMO and LUMO = 8.77 eV
ΔE to the lowest compared entry with this formula, charge and spin = 139.1 kcal per mole
E = -19066.13293 eV
highest occupied orbital energy = -8.8 eV

---

(3)
A structure of composition C25H37BrGe2IrN4S, computed with ωB97M-V/def2-TZVPD.

```
! RIJCOSX wB97M-V def2-TZVPD def2/J DEFGRID3
* xyz 3 5
Ir 0.08 -0.46 0.81
C -1.73 4.04 -0.56
C -1.06 2.66 -0.70
Ge -1.00 1.78 1.05
C -2.75 1.49 1.89
C -3.06 2.57 2.93
C 0.16 2.85 2.24
C 1.47 2.54 2.52
Ge 2.11 0.84 1.67
C 2.76 -0.58 2.86
C 4.03 -0.31 3.69
C 3.13 1.16 0.02
C 4.47 1.88 0.21
C 2.31 3.42 3.27
C 3.71 3.15 3.36
C 4.55 3.98 4.05
C 4.03 5.13 4.68
C 2.66 5.42 4.63
C 1.82 4.60 3.94
H -1.81 4.52 -1.54
H -1.16 4.71 0.08
H -2.74 3.95 -0.15
H -0.06 2.76 -1.12
H -1.63 2.03 -1.38
H -2.83 0.50 2.34
H -3.47 1.51 1.07
H -2.37 2.52 3.78
H -4.07 2.45 3.32
H -3.00 3.58 2.50
H -0.26 3.78 2.62
H 2.93 -1.43 2.20
H 1.95 -0.87 3.52
H 4.88 -0.03 3.07
H 4.31 -1.22 4.23
H 3.87 0.46 4.44
H 2.49 1.72 -0.67
H 3.29 0.17 -0.42
H 4.33 2.91 0.56
H 5.00 1.94 -0.74
H 5.12 1.36 0.91
H 4.12 2.28 2.87
H 5.61 3.78 4.10
H 4.70 5.79 5.22
H 2.28 6.30 5.13
H 0.76 4.83 3.92
Br -3.01 -4.60 5.13
C -2.16 -3.47 3.94
C -2.00 -3.83 2.60
C -1.36 -2.97 1.75
N -0.89 -1.76 2.15
C -1.05 -1.41 3.45
C -1.66 -2.23 4.36
H -2.37 -4.78 2.23
H -1.20 -3.22 0.71
H -0.67 -0.44 3.73
H -1.76 -1.92 5.39
C 2.22 -5.28 0.71
C 2.45 -4.85 -0.73
C 1.87 -3.51 -1.04
N 1.30 -2.74 -0.19
N 0.87 -1.55 -0.76
C 1.12 -1.45 -2.06
N 0.79 -0.40 -2.80
S 1.93 -2.84 -2.66
H 2.67 -6.26 0.88
H 1.15 -5.36 0.93
H 2.66 -4.58 1.41
H 2.02 -5.57 -1.43
H 3.52 -4.81 -0.96
H 0.24 0.35 -2.42
H 0.97 -0.38 -3.80
*
```

Calculated values
F_max = 0.006 hartree/bohr
expectation value of S² = 6.050
gap between HOMO and LUMO (alpha / beta) = 7.78 / 5.52 eV
ΔE to the lowest compared entry with this formula, charge and spin = 0.0 kcal per mole
E = -229205.11771 eV
highest occupied orbital energy (alpha / beta) = -16.8 / -17.2 eV

---

(4)
A cluster of 12 separate species, C5H32NO13 in total at a distorted geometry, computed with ωB97M-V/def2-TZVPD.

```
! RIJCOSX wB97M-V def2-TZVPD def2/J DEFGRID3
* xyz 1 1
O 0.51 -1.94 -2.44
C 1.63 -2.01 -2.04
O 2.05 -3.33 -1.64
C 2.86 -1.13 -1.85
C 2.69 0.37 -1.80
C 1.55 0.54 -0.87
C 0.38 1.10 -1.27
N -0.91 0.84 -0.57
H 1.62 -4.07 -2.04
H 3.40 -1.32 -0.86
H 3.45 -1.37 -2.74
H 3.57 0.98 -1.36
H 2.44 0.69 -2.91
H 1.67 0.38 0.17
H 0.18 1.49 -2.25
H -1.26 1.92 -0.60
H -0.78 0.46 0.46
H -1.52 0.28 -1.24
H -1.91 -1.20 -2.95
H -0.44 -0.44 -3.19
O -1.38 -0.34 -2.88
H -1.01 2.60 3.28
H -2.36 2.58 2.51
O -1.43 2.33 2.38
H 2.40 0.72 4.45
H 2.90 -0.52 3.68
O 2.66 0.39 3.60
H 2.50 3.59 -1.99
H 1.18 3.08 -2.71
O 1.53 3.45 -1.93
H -2.36 3.29 -0.35
H -2.18 4.53 0.26
O -2.67 3.74 0.46
H -2.59 2.58 -2.84
H -1.53 3.58 -2.12
O -2.09 2.79 -2.04
H 1.48 0.68 2.09
H -0.02 1.33 1.97
O 0.62 0.48 1.94
H -2.95 0.04 2.53
H -3.98 -0.29 1.48
O -3.89 -0.22 2.51
H -0.25 -5.02 1.03
H 1.04 -4.15 1.37
O 0.03 -4.13 1.52
H -3.56 -2.71 1.76
H -2.16 -2.70 0.88
O -3.20 -2.46 0.86
H 0.73 -0.91 3.06
H 1.03 -2.16 4.21
O 1.37 -1.64 3.40
*
```

Calculated values
F_max = 0.151 hartree/bohr
gap between HOMO and LUMO = 10.02 eV
ΔE to the lowest compared entry with this formula, charge and spin = 153.1 kcal per mole
E = -33802.33195 eV
highest occupied orbital energy = -12.8 eV

---

(5)
A structure of composition C12H9Cl5N2OsS at a distorted geometry, computed with ωB97M-V/def2-TZVPD.

```
! RIJCOSX wB97M-V def2-TZVPD def2/J DEFGRID3
* xyz 2 5
Os -1.01 1.19 -1.29
Cl -3.36 1.33 -1.96
C -3.02 2.13 -0.23
C -1.71 2.21 0.44
C -1.58 2.81 1.68
Cl 0.01 2.84 2.35
C -2.70 3.36 2.31
Cl -2.51 4.11 3.87
C -3.97 3.30 1.69
Cl -5.35 3.99 2.50
C -4.13 2.69 0.42
Cl -5.71 2.63 -0.32
C 2.32 -3.08 -2.80
C 1.96 -2.39 -1.52
C 2.84 -2.14 -0.55
C 2.29 -1.45 0.64
N 1.06 -1.08 0.77
C 0.18 -1.35 -0.25
S -1.44 -0.94 -0.21
N 0.66 -1.99 -1.36
C 3.25 -1.14 1.77
H 3.37 -3.36 -2.84
H 2.11 -2.43 -3.66
H 1.73 -4.00 -2.92
H 3.88 -2.42 -0.59
H -0.02 -2.17 -2.09
H 4.26 -1.50 1.55
H 2.89 -1.64 2.68
H 3.28 -0.06 1.94
H 0.41 0.54 -2.02
*
```

Calculated values
F_max = 0.098 hartree/bohr
expectation value of S² = 6.059
gap between HOMO and LUMO (alpha / beta) = 5.67 / 5.42 eV
E = -91462.31942 eV
highest occupied orbital energy (alpha / beta) = -15.5 / -15.6 eV

---

(6)
An isolated molecule of C4H13N5 at a distorted geometry, computed with ωB97M-V/def2-TZVPD.

```
! RIJCOSX wB97M-V def2-TZVPD def2/J DEFGRID3
* xyz 0 1
C 1.23 -1.46 0.09
N 0.71 0.71 1.25
C 0.53 -0.10 0.06
N 2.02 1.20 1.51
N 0.82 0.68 -1.10
H 0.41 0.19 2.07
H 2.74 0.51 1.29
H 2.16 1.99 0.88
H 1.38 0.15 -1.77
H 2.31 -1.36 0.17
H 0.86 -2.04 0.93
H 1.00 -2.02 -0.81
C -1.98 0.65 0.54
C -1.14 -0.30 -0.29
N -0.71 0.56 -1.78
N -1.54 -1.49 -0.63
H -0.81 -0.16 -2.50
H -1.08 1.46 -2.07
H -2.35 -1.80 -0.10
H -3.00 0.67 0.15
H -1.55 1.65 0.53
H -2.01 0.31 1.57
*
```

Calculated values
F_max = 0.067 hartree/bohr
gap between HOMO and LUMO = 8.34 eV
ΔE to the lowest compared entry with this formula, charge and spin = 94.1 kcal per mole
E = -11804.84742 eV
highest occupied orbital energy = -7.5 eV

---

(7)
A structure of composition C29H22BrErNO8S at a distorted geometry, computed with ωB97M-V/def2-TZVPD.

```
! RIJCOSX wB97M-V def2-TZVPD def2/J DEFGRID3
* xyz -1 4
Er -0.34 0.31 -0.08
O 2.28 0.28 0.12
C 2.90 -1.00 -0.10
C 1.74 -1.94 -0.53
O 1.87 -3.14 -0.40
O 0.75 -1.29 -1.04
C 3.60 -1.40 1.20
C 3.15 -2.42 2.03
C 3.78 -2.66 3.25
C 4.86 -1.89 3.66
C 5.31 -0.87 2.83
C 4.69 -0.63 1.62
C 3.86 -0.93 -1.29
C 3.58 -0.08 -2.35
C 4.42 -0.04 -3.46
C 5.53 -0.87 -3.52
C 5.79 -1.74 -2.47
C 4.96 -1.77 -1.36
H 2.91 1.00 0.03
H 2.32 -3.04 1.72
H 3.41 -3.46 3.89
H 5.34 -2.09 4.60
H 6.16 -0.26 3.13
H 5.06 0.16 0.98
H 2.69 0.53 -2.32
H 4.19 0.63 -4.28
H 6.19 -0.84 -4.38
H 6.65 -2.40 -2.51
H 5.16 -2.46 -0.56
Br 0.45 -0.26 2.75
C -1.30 -0.25 3.50
C -1.42 0.49 4.66
C -2.66 0.57 5.29
C -3.74 -0.11 4.74
C -3.59 -0.85 3.59
C -2.36 -0.94 2.93
C -2.31 -1.77 1.66
O -3.04 -2.75 1.58
O -1.48 -1.36 0.77
H -0.56 1.01 5.07
H -2.76 1.15 6.20
H -4.71 -0.05 5.22
H -4.42 -1.39 3.16
N 2.74 7.67 -0.50
C 2.28 6.61 -0.49
C 1.71 5.28 -0.48
C 0.72 4.95 0.44
C 0.17 3.67 0.43
C 0.58 2.65 -0.46
C 1.59 3.04 -1.35
C 2.15 4.31 -1.38
H 0.38 5.70 1.14
H -0.60 3.46 1.16
H 1.97 2.34 -2.08
H 2.92 4.57 -2.11
C -3.32 2.95 -0.57
S -2.93 1.33 -0.09
O -4.14 0.64 0.24
O -2.17 0.74 -1.25
O -1.94 1.45 1.01
H -3.96 2.89 -1.45
H -2.40 3.48 -0.79
H -3.85 3.41 0.26
*
```

Calculated values
F_max = 0.034 hartree/bohr
expectation value of S² = 3.752
gap between HOMO and LUMO (alpha / beta) = 8.52 / 8.54 eV
ΔE to the lowest compared entry with this formula, charge and spin = 0.0 kcal per mole
E = -156806.51944 eV
highest occupied orbital energy (alpha / beta) = -6.2 / -6.2 eV

---

(8)
An isolated molecule of C5H7N3O3 at a distorted geometry, computed with ωB97M-V/def2-TZVPD.

```
! RIJCOSX wB97M-V def2-TZVPD def2/J DEFGRID3
* xyz 0 1
C -0.88 2.15 -0.69
O -0.78 0.79 -0.18
C -1.06 -0.14 -1.08
C -1.25 -1.49 -0.76
N -1.19 -2.09 0.46
C -0.24 -1.84 1.28
C 0.88 -0.98 1.28
N 1.25 -0.26 0.20
N 2.44 0.38 0.29
O 2.76 0.93 -0.77
O 3.04 0.45 1.34
H -0.20 2.77 -0.02
H -2.00 2.40 -0.67
H -0.36 2.36 -1.63
H -1.46 0.01 -2.15
H -1.86 -2.09 -1.38
H -0.32 -2.50 2.18
H 1.24 -0.85 2.31
*
```

Calculated values
F_max = 0.087 hartree/bohr
gap between HOMO and LUMO = 7.34 eV
SMILES = CO\C=C/N=C\C=N\[N+](=O)[O-]
ΔE to the lowest compared entry with this formula, charge and spin = 172.1 kcal per mole
E = -15903.97946 eV
highest occupied orbital energy = -8.9 eV

---

(9)
A cluster of 2 separate species, H2IO in total at a distorted geometry, computed with ωB97M-V/def2-TZVPD.

```
! RIJCOSX wB97M-V def2-TZVPD def2/J DEFGRID3
* xyz -1 1
O -1.29 3.34 -1.02
H -0.83 2.51 -0.73
H -1.11 3.38 -1.99
I 0.23 -0.63 0.20
*
```

Calculated values
F_max = 0.022 hartree/bohr
gap between HOMO and LUMO = 7.28 eV
ΔE to the lowest compared entry with this formula, charge and spin = 3.9 kcal per mole
E = -10183.22474 eV
highest occupied orbital energy = -3.4 eV

---

(10)
A cluster of 2 separate species, C6H9O2 in total at a distorted geometry, computed with ωB97M-V/def2-TZVPD.

```
! RIJCOSX wB97M-V def2-TZVPD def2/J DEFGRID3
* xyz 0 2
O -3.30 4.28 3.86
C -3.75 3.11 3.71
C -4.46 2.49 2.77
H -4.82 3.03 1.90
H -4.72 1.44 2.92
H -3.39 2.48 4.81
C -5.55 4.29 6.99
C -4.30 3.89 7.21
O -3.92 2.60 7.04
C -2.63 2.34 6.63
C -2.19 1.04 6.70
H -6.29 3.62 6.55
H -5.85 5.30 7.26
H -3.47 4.60 7.36
H -1.92 3.14 6.87
H -2.89 0.21 6.65
H -1.14 0.83 6.50
*
```

Calculated values
F_max = 0.165 hartree/bohr
expectation value of S² = 0.775
gap between HOMO and LUMO (alpha / beta) = 9.59 / 6.67 eV
ΔE to the lowest compared entry with this formula, charge and spin = 67.9 kcal per mole
E = -10457.45959 eV
highest occupied orbital energy (alpha / beta) = -8.6 / -8.6 eV

---

(11)
A structure of composition C5H11NS2 at a distorted geometry, computed with ωB97M-V/def2-TZVPD.

```
! RIJCOSX wB97M-V def2-TZVPD def2/J DEFGRID3
* xyz 0 1
C -2.22 -2.00 1.93
C -1.66 -0.54 -0.03
C -1.52 0.96 -0.42
C -0.15 1.64 -0.15
C 0.96 0.54 -0.45
H -1.49 -2.84 1.67
H -3.31 -2.60 1.75
H -1.92 -1.95 3.03
H -1.21 -0.22 2.12
H -0.99 -1.22 -0.60
H -2.69 -0.70 -0.29
H -2.21 1.61 0.16
H -1.62 1.05 -1.49
H 0.07 2.63 -0.51
H -0.27 1.96 0.85
H 0.93 1.20 -2.67
N -1.99 -0.68 1.33
S 1.83 0.42 -1.93
S 1.68 -0.28 0.77
*
```

Calculated values
F_max = 0.143 hartree/bohr
gap between HOMO and LUMO = 8.24 eV
ΔE to the lowest compared entry with this formula, charge and spin = 78.8 kcal per mole
E = -28520.59308 eV
highest occupied orbital energy = -8.6 eV

---

(12)
An isolated molecule of C2H2N4 at a distorted geometry, computed with ωB97M-V/def2-TZVPD.

```
! RIJCOSX wB97M-V def2-TZVPD def2/J DEFGRID3
* xyz 0 1
N 2.15 2.40 0.09
C 1.93 1.28 -0.05
N 1.41 0.07 -0.36
N 0.15 -0.21 0.09
C 2.49 -0.98 -0.01
N 3.35 -1.73 0.04
H -0.10 0.17 1.04
H -0.53 0.40 -0.34
*
```

Calculated values
F_max = 0.108 hartree/bohr
gap between HOMO and LUMO = 11.47 eV
SMILES = N#CN(N)C#N
ΔE to the lowest compared entry with this formula, charge and spin = 70.5 kcal per mole
E = -8063.07531 eV
highest occupied orbital energy = -11.2 eV

---

(13)
A cluster of 2 separate species, C5H12O2 in total at a distorted geometry, computed with ωB97M-V/def2-TZVPD.

```
! RIJCOSX wB97M-V def2-TZVPD def2/J DEFGRID3
* xyz 0 1
C 0.30 -2.38 0.61
C -0.69 -2.16 -0.36
C -0.90 -0.80 -1.03
C -0.60 0.30 -0.05
C -1.80 0.53 0.90
O -2.31 -0.69 1.54
H 0.56 -3.53 0.77
H 0.66 -1.62 1.30
H -1.03 -3.13 -0.77
H -0.45 -0.68 -2.01
H -1.97 -0.86 -1.29
H -0.33 1.30 -0.43
H 0.37 0.28 0.36
H -1.30 1.16 1.80
H -2.59 1.17 0.54
H -3.17 -0.99 1.35
O 4.73 4.24 -0.86
H 5.70 4.24 -0.64
H 4.82 3.60 -1.73
*
```

Calculated values
F_max = 0.097 hartree/bohr
gap between HOMO and LUMO = 9.53 eV
SMILES = C=CCCCO.O
ΔE to the lowest compared entry with this formula, charge and spin = 85.5 kcal per mole
E = -9471.42637 eV
highest occupied orbital energy = -8.8 eV

---

(14)
A structure of composition C19H27CoFNP at a distorted geometry, computed with ωB97M-V/def2-TZVPD.

```
! RIJCOSX wB97M-V def2-TZVPD def2/J DEFGRID3
* xyz 0 4
C -0.36 -0.04 -4.88
C 0.42 0.96 -4.28
C 0.57 1.03 -2.88
C -0.06 0.05 -2.05
C -0.91 -0.90 -2.68
C -1.05 -0.95 -4.08
C 1.35 2.20 -2.31
C 0.70 2.77 -1.03
N -0.17 3.91 -1.29
Co 0.00 0.00 0.00
C -1.77 -1.79 -1.80
P -2.21 -0.70 -0.36
H 0.91 1.71 -4.90
H -1.71 -1.70 -4.54
H -0.46 -0.07 -5.97
H -1.20 -2.65 -1.38
H -2.65 -2.19 -2.34
H 2.38 1.89 -2.04
H 1.43 2.98 -3.08
H 0.18 1.95 -0.48
C -3.15 -1.76 0.82
C -3.48 0.44 -1.06
H 1.52 3.13 -0.38
C -1.45 3.54 -1.88
C -0.34 4.74 -0.11
H 0.11 -0.46 1.74
H -2.03 4.45 -2.10
H -1.30 3.00 -2.83
H -2.07 2.89 -1.21
H -0.93 5.64 -0.36
H -0.85 4.22 0.73
H 0.66 5.06 0.25
H -4.36 -0.11 -1.43
H -3.80 1.15 -0.28
H -3.02 1.00 -1.88
H -4.03 -2.23 0.33
H -2.49 -2.55 1.20
H -3.50 -1.15 1.67
H -0.05 0.36 1.77
F 5.19 -3.12 -0.68
C 4.02 -2.44 -0.69
C 2.81 -3.12 -0.75
C 1.60 -2.42 -0.69
C 1.60 -1.02 -0.59
C 2.82 -0.35 -0.49
C 4.03 -1.05 -0.55
H 2.80 -4.20 -0.80
H 0.70 -2.99 -0.64
H 2.83 0.71 -0.29
H 4.97 -0.52 -0.44
*
```

Calculated values
F_max = 0.034 hartree/bohr
expectation value of S² = 3.771
gap between HOMO and LUMO (alpha / beta) = 6.34 / 7.41 eV
ΔE to the lowest compared entry with this formula, charge and spin = 0.0 kcal per mole
E = -71260.01166 eV
highest occupied orbital energy (alpha / beta) = -5.9 / -7.7 eV

---

(15)
A cluster of 2 separate species, C5H14NO in total at a distorted geometry, computed with ωB97M-V/def2-TZVPD.

```
! RIJCOSX wB97M-V def2-TZVPD def2/J DEFGRID3
* xyz 1 1
C 0.20 -1.07 0.50
C -1.23 -0.51 0.54
C -1.83 -0.42 -0.92
C -1.98 1.40 -2.60
C -1.27 0.72 -1.72
N 1.22 -0.08 0.95
H 0.31 -1.98 1.09
H 0.47 -1.41 -0.50
H -1.24 0.37 1.17
H -1.89 -1.25 0.98
H -1.55 -1.37 -1.31
H -2.89 -0.35 -0.78
H -3.05 1.21 -2.70
H -1.66 2.12 -3.33
H -0.25 1.03 -1.45
H 2.19 -0.42 0.84
H 1.14 0.05 1.96
H 1.18 0.79 0.45
H 4.01 1.16 2.20
H 4.44 -0.27 2.48
O 3.69 0.26 2.15
*
```

Calculated values
F_max = 0.053 hartree/bohr
gap between HOMO and LUMO = 9.57 eV
ΔE to the lowest compared entry with this formula, charge and spin = 35.8 kcal per mole
E = -8942.45373 eV
highest occupied orbital energy = -12.9 eV